Record 1
A single C4H13N2 molecule, computed with wB97M-V/def2-TZVPD.

The highest occupied orbital energy (alpha / beta) is -3.57 / -9.12 eV. As for the energy above the lowest of the compared OMol25 structures with the same formula, charge and spin: 153.8 kJ/mol. As for the LUMO energy (alpha / beta): 1.0 / 0.8 eV. As for the HOMO-LUMO gap (alpha / beta): 4.59 / 9.93 eV. The electronic energy comes out at -269.5815 hartree.

The geometry in ORCA input format:
```
! wB97M-V def2-TZVPD RIJCOSX def2/J DEFGRID3
* xyz 0 2
N 1.475 1.236 0.979
C 0.408 0.244 0.656
C -0.713 0.310 1.694
C -0.096 0.463 -0.774
N -1.021 -0.549 -1.167
C -0.483 -1.783 -1.698
H 2.160 1.319 0.183
H 2.040 0.930 1.823
H 1.048 2.183 1.136
H 0.878 -0.736 0.714
H -1.156 -0.671 1.858
H -0.391 0.677 2.670
H -1.513 0.960 1.331
H 0.802 0.520 -1.426
H -0.526 1.461 -0.871
H -1.867 -0.215 -1.590
H 0.303 -1.598 -2.441
H -1.277 -2.351 -2.175
H -0.073 -2.399 -0.901
*
```

Record 2
A molecular structure, C2H6N2O at a distorted geometry, computed with wB97M-V/def2-TZVPD.

The highest occupied orbital energy is -8.00 eV. As for the energy above the lowest of the compared OMol25 structures with the same formula, charge and spin: 561.0 kJ/mol. As for the LUMO energy: 1.0 eV. As for the HOMO-LUMO gap: 8.99 eV. The electronic energy comes out at -264.3737 hartree.

The geometry in ORCA input format:
```
! wB97M-V def2-TZVPD RIJCOSX def2/J DEFGRID3
* xyz 0 1
N -0.726 -0.324 0.450
N -1.884 -0.877 0.039
C 1.310 0.099 -0.616
C 1.397 1.338 -0.163
O 0.306 -0.806 -0.389
H -0.677 -0.580 1.740
H -2.653 -0.395 0.519
H -1.969 -1.829 -0.312
H 1.990 -0.326 -1.343
H 0.661 1.758 0.502
H 2.246 1.943 -0.427
*
```